# 1
{"formula": "C17H29NO", "method": "ωB97M-V/def2-TZVPD", "e_above_lowest_kcal_mol": 12.4, "homo_ev": -8.157, "smiles": "CCNCc1cc(C(C)(C)C)c(O)c(C(C)(C)C)c1", "homo_lumo_gap_ev": 8.82, "total_energy_ha": -795.169490, "species": ["C", "C", "N", "C", "C", "C", "C", "C", "C", "C", "C", "C", "O", "C", "C", "C", "C", "C", "C", "H", "H", "H", "H", "H", "H", "H", "H", "H", "H", "H", "H", "H", "H", "H", "H", "H", "H", "H", "H", "H", "H", "H", "H", "H", "H", "H", "H", "H"], "coordinates": [[-4.7540, 1.4771, -0.8475], [-3.3006, 1.8713, -0.6236], [-2.5903, 1.8840, -1.8894], [-1.1848, 2.2516, -1.7803], [-0.3524, 1.2469, -1.0205], [-0.0202, 1.4499, 0.3060], [0.6958, 0.5103, 1.0382], [1.0405, 0.7763, 2.5081], [2.5666, 0.8926, 2.6894], [0.4616, 2.1084, 3.0091], [0.4303, -0.3068, 3.4193], [1.0881, -0.6665, 0.3810], [1.8242, -1.6281, 1.0174], [0.7470, -0.9103, -0.9619], [1.1663, -2.2026, -1.6556], [0.6758, -2.2753, -3.1063], [2.6981, -2.2970, -1.6818], [0.5722, -3.4052, -0.9093], [0.0253, 0.0620, -1.6326], [-5.3153, 1.5584, 0.0795], [-5.2026, 2.1292, -1.5917], [-4.8192, 0.4508, -1.2035], [-2.8421, 1.1899, 0.1151], [-3.2527, 2.8867, -0.2163], [-2.6617, 0.9666, -2.3220], [-1.1386, 3.2295, -1.2928], [-0.8024, 2.3564, -2.8004], [-0.3305, 2.3744, 0.7618], [2.7959, 1.1402, 3.7244], [2.9409, 1.6950, 2.0559], [3.1249, -0.0055, 2.4361], [0.8885, 2.9533, 2.4745], [-0.6212, 2.1319, 2.9124], [0.7037, 2.2254, 4.0642], [0.7721, -0.1628, 4.4430], [0.6631, -1.3279, 3.1303], [-0.6539, -0.2130, 3.4067], [2.0346, -1.3314, 1.9082], [-0.4103, -2.2392, -3.1597], [1.0924, -1.4707, -3.7075], [0.9991, -3.2185, -3.5424], [3.1171, -1.4337, -2.1950], [3.0060, -3.1974, -2.2098], [3.1020, -2.3341, -0.6762], [0.8348, -4.3277, -1.4229], [0.9510, -3.4580, 0.1054], [-0.5125, -3.3256, -0.8730], [-0.2526, -0.0810, -2.6638]]}

=====

# 2
{"formula": "C17H30BBrFN3O4P", "method": "ωB97M-V/def2-TZVPD", "e_above_lowest_kcal_mol": 158.2, "homo_ev": -12.011, "charge": 1, "smiles": "COCCCc1cc([C@H](C)F)c(P(O)Br)c(CC(=O)N(C)C)[n+]1B(O)N(C)C", "homo_lumo_gap_ev": 7.43, "total_energy_ha": -4170.699248, "species": ["C", "O", "C", "C", "C", "C", "C", "C", "C", "C", "F", "C", "P", "O", "Br", "C", "C", "C", "O", "N", "C", "C", "N", "B", "O", "N", "C", "C", "H", "H", "H", "H", "H", "H", "H", "H", "H", "H", "H", "H", "H", "H", "H", "H", "H", "H", "H", "H", "H", "H", "H", "H", "H", "H", "H", "H", "H", "H"], "coordinates": [[6.8573, -0.7813, 0.8948], [5.4230, -0.8028, 0.6679], [4.7159, -0.7754, 1.9358], [3.3594, 0.0835, 1.6645], [2.1490, -0.8338, 1.1209], [0.9320, 0.0374, 0.5011], [1.0354, 1.5751, 0.4762], [-0.1406, 2.3879, -0.1637], [-0.0100, 3.9818, -0.2243], [1.0787, 4.3433, -1.3806], [0.4719, 4.5478, 1.0234], [-1.3432, 1.5602, -0.7181], [-2.7819, 2.5263, -1.5063], [-2.1688, 3.5764, -2.7413], [-3.7300, 3.9239, 0.0342], [-1.3631, -0.0171, -0.6562], [-2.6321, -0.7316, -1.2977], [-3.9721, -0.6435, -0.4167], [-5.0618, -0.6153, -1.0682], [-4.0268, -0.5481, 1.0535], [-4.3725, 0.8579, 1.4847], [-5.2229, -1.3726, 1.4991], [-0.2368, -0.6648, -0.0445], [-0.1810, -2.1801, 0.0480], [-0.8522, -2.9025, 1.0907], [0.5935, -2.9704, -0.9799], [0.9303, -2.1080, -2.1724], [-0.2862, -4.0989, -1.4887], [7.1836, -1.8750, 1.0745], [7.3570, -0.3903, -0.0711], [7.1959, -0.0711, 1.7269], [5.3392, -0.3217, 2.7923], [4.3459, -1.8305, 2.2413], [3.6433, 0.9443, 0.9678], [3.0194, 0.5565, 2.6621], [1.8008, -1.4608, 2.0295], [2.6147, -1.5039, 0.2988], [1.9239, 2.1873, 0.8518], [-0.9833, 4.4974, -0.5492], [0.6815, 3.8129, -2.3283], [1.1930, 5.4696, -1.5307], [2.0686, 3.8350, -1.1000], [-2.3575, 4.4884, -2.3923], [-2.4822, -1.8181, -1.6104], [-2.8667, -0.1559, -2.2735], [-3.4763, 1.4639, 1.8418], [-4.8812, 1.3622, 0.5801], [-5.2011, 0.7714, 2.2806], [-6.2241, -0.8731, 1.2038], [-5.2534, -1.4408, 2.6522], [-5.2238, -2.4231, 1.0566], [-0.2061, -3.5959, 1.3684], [1.4801, -2.8049, -2.9152], [1.6455, -1.2569, -1.9039], [-0.0290, -1.7357, -2.6989], [0.1173, -4.4536, -2.4965], [-0.2137, -4.9845, -0.7654], [-1.3756, -3.7487, -1.6296]]}

=====

# 3
{"formula": "C17H30Cl3N5NaO7P2", "method": "ωB97M-V/def2-TZVPD", "e_above_lowest_kcal_mol": 10.1, "homo_ev": -5.215, "charge": -1, "homo_lumo_gap_ev": 7.38, "total_energy_ha": -3692.250020, "species": ["Na", "C", "C", "N", "C", "C", "N", "C", "C", "N", "H", "H", "H", "H", "H", "H", "H", "H", "H", "H", "H", "H", "H", "H", "H", "Cl", "C", "C", "C", "Cl", "C", "O", "C", "Cl", "C", "H", "H", "N", "C", "C", "P", "O", "O", "O", "P", "O", "O", "O", "H", "H", "H", "H", "H", "H", "H", "H", "C", "C", "C", "N", "H", "H", "H", "H", "H"], "coordinates": [[0.0314, 0.5228, -0.5712], [0.0641, 3.0049, 2.9336], [0.8065, 3.3135, 1.6323], [0.0554, 2.8687, 0.4678], [-1.1986, 3.5518, 0.1932], [-2.3430, 2.5614, -0.0475], [-2.3705, 1.5018, 0.9351], [-2.7309, 1.8853, 2.2862], [-1.7243, 1.3610, 3.3195], [-0.3317, 1.6048, 2.9883], [0.7320, 3.2489, 3.7712], [-0.8017, 3.6720, 3.0342], [1.0414, 4.3914, 1.6016], [1.7537, 2.7722, 1.6202], [0.6737, 2.9125, -0.3329], [-1.4399, 4.2060, 1.0370], [-1.1189, 4.1968, -0.6893], [-3.2849, 3.1433, -0.0919], [-2.2043, 2.0957, -1.0223], [-2.8717, 0.6843, 0.6198], [-2.7739, 2.9778, 2.3384], [-3.7370, 1.5315, 2.5577], [-1.9486, 1.7973, 4.2998], [-1.8561, 0.2795, 3.4203], [-0.1992, 1.2363, 2.0513], [2.4004, -6.3698, 1.7607], [1.7851, -4.9789, 0.8960], [1.2982, -3.8896, 1.6024], [0.8122, -2.7995, 0.9102], [0.1795, -1.4697, 1.8500], [0.7780, -2.7054, -0.5124], [0.3150, -1.7060, -1.1429], [1.2958, -3.8680, -1.1458], [1.2744, -3.8936, -2.8964], [1.7859, -4.9729, -0.4842], [1.2978, -3.8827, 2.6818], [2.1616, -5.8179, -1.0431], [1.6446, -0.5981, -3.2405], [1.8852, 0.8874, -3.2065], [2.7562, 1.2694, -4.3944], [0.1509, 1.6329, -3.4242], [0.3455, 3.1115, -2.7885], [-0.1258, 1.6720, -4.8775], [-0.7486, 0.9181, -2.4701], [2.8194, 1.2734, -1.6223], [4.1043, 0.3234, -1.9762], [3.1972, 2.7079, -1.6296], [2.1139, 0.6557, -0.4607], [1.0882, -0.8519, -4.0595], [1.1170, -0.9819, -2.3932], [2.5377, -1.0900, -3.2936], [2.1842, 1.2089, -5.3207], [3.6450, 0.6360, -4.4463], [3.1026, 2.2927, -4.2511], [0.9561, 3.6746, -3.2755], [4.8190, 0.4190, -1.3399], [-2.9644, -4.3678, 2.7961], [-2.4994, -3.8812, 1.4329], [-2.9468, -2.5270, 1.1188], [-3.2964, -1.4651, 0.8719], [-2.6078, -5.3823, 2.9591], [-4.0505, -4.3660, 2.8727], [-2.5677, -3.7344, 3.5874], [-2.8548, -4.5344, 0.6314], [-1.4120, -3.8699, 1.3716]]}

=====

# 4
{"formula": "C17H30Cl4N5O3PPtS", "method": "ωB97M-V/def2-TZVPD", "e_above_lowest_kcal_mol": 10.2, "homo_ev": -14.370, "charge": 2, "homo_lumo_gap_ev": 6.60, "total_energy_ha": -3864.391758, "species": ["Pt", "Cl", "C", "C", "Cl", "C", "Cl", "C", "O", "C", "O", "C", "Cl", "C", "N", "C", "C", "S", "N", "C", "C", "H", "H", "H", "H", "H", "H", "H", "H", "H", "H", "H", "H", "C", "N", "C", "P", "O", "N", "C", "C", "N", "C", "C", "H", "H", "H", "H", "H", "H", "H", "H", "H", "H", "H", "H", "H", "H", "H", "H", "H", "H"], "coordinates": [[-0.6949, 0.6247, 0.7594], [-3.3062, 7.0400, 3.3725], [-2.8803, 5.4696, 2.9204], [-3.8149, 4.3625, 3.3025], [-5.1931, 4.7872, 4.1652], [-3.5907, 3.0649, 2.9793], [-4.6504, 1.7980, 3.3999], [-2.4021, 2.7209, 2.2493], [-2.1791, 1.5429, 1.9472], [-1.4028, 3.8578, 1.8719], [-0.4014, 3.5426, 1.2859], [-1.7435, 5.2308, 2.2431], [-0.6421, 6.4353, 1.7783], [2.6237, -1.3185, 1.9516], [1.5473, -2.2876, 1.7282], [1.8581, -3.3230, 0.7393], [0.3161, -2.0593, 2.1753], [-0.1334, -0.4229, 2.6597], [-0.5570, -3.0405, 2.3699], [-1.9904, -2.7841, 2.5511], [-0.1548, -4.4180, 2.6830], [3.5561, -1.7933, 1.6554], [2.6853, -1.0519, 3.0029], [2.4633, -0.4193, 1.3616], [2.2923, -2.8245, -0.1289], [0.9593, -3.8388, 0.4234], [2.5766, -4.0414, 1.1324], [-2.3101, -1.9569, 1.9257], [-2.2138, -2.5596, 3.5936], [-2.5239, -3.6853, 2.2568], [0.9019, -4.4582, 2.9244], [-0.3773, -5.0993, 1.8625], [-0.7223, -4.7322, 3.5578], [-1.0626, 1.8575, -1.5290], [-0.6287, 0.8541, -2.4643], [-1.6670, 0.2813, -3.3215], [0.7176, 0.0470, -1.9560], [0.5099, -0.3926, -0.4840], [0.9288, -1.2700, -2.8759], [0.1465, -2.4828, -2.6310], [2.0881, -1.4674, -3.7499], [1.9438, 1.0960, -2.0864], [3.1128, 1.0094, -1.2093], [2.0325, 2.1245, -3.1257], [-1.7303, 2.5905, -1.9825], [-0.2127, 2.4031, -1.1192], [-1.7090, 1.3946, -0.7045], [-2.1115, 1.0739, -3.9225], [-2.4549, -0.2005, -2.7350], [-1.2256, -0.4487, -3.9934], [-0.6985, -2.2715, -1.9778], [0.7659, -3.2516, -2.1641], [-0.2334, -2.8737, -3.5758], [2.5966, -0.5259, -3.9359], [1.7519, -1.8707, -4.7051], [2.7947, -2.1709, -3.3044], [3.1656, 0.0332, -0.7347], [3.0835, 1.7806, -0.4369], [4.0174, 1.1439, -1.8024], [1.1551, 2.0984, -3.7658], [2.9207, 1.9622, -3.7386], [2.1072, 3.1133, -2.6692]]}

=====

# 5
{"formula": "C17H30ClI2N2O8", "method": "ωB97M-V/def2-TZVPD", "homo_ev": -12.069, "charge": 1, "homo_lumo_gap_ev": 8.62, "total_energy_ha": -2432.523744, "species": ["C", "N", "C", "C", "C", "C", "O", "Cl", "C", "N", "C", "I", "C", "C", "I", "C", "C", "O", "H", "H", "H", "H", "H", "H", "H", "H", "H", "H", "H", "H", "H", "H", "H", "H", "H", "H", "C", "O", "C", "O", "O", "C", "H", "H", "H", "H", "H", "H", "C", "O", "C", "O", "O", "C", "H", "H", "H", "H", "H", "H"], "coordinates": [[-0.7592, -0.9036, -1.6150], [0.0331, -1.6810, -0.6624], [0.7001, -0.8660, 0.3333], [1.9790, -1.5371, 0.8933], [2.2694, -2.8866, 0.2235], [2.6537, -2.8088, -1.2376], [3.4844, -2.0703, -1.6678], [1.8849, -3.9915, -2.2706], [3.2113, -0.6249, 0.7612], [3.1094, 0.5480, 1.7070], [4.1569, 1.5479, 1.4604], [6.0312, 1.0591, 2.2087], [3.9185, 2.6456, 0.7556], [4.8990, 3.7176, 0.4053], [1.9888, 3.0398, 0.0301], [3.0128, 0.0136, 3.1119], [1.7522, -0.8266, 3.1792], [1.8195, -1.9046, 2.2732], [-1.4192, -1.5766, -2.1605], [-1.3762, -0.1283, -1.1417], [-0.0950, -0.4208, -2.3358], [-0.5780, -2.3508, -0.2101], [0.9646, 0.0744, -0.1614], [0.0414, -0.6059, 1.1736], [3.1229, -3.3162, 0.7583], [1.4203, -3.5488, 0.3515], [3.3371, -0.2484, -0.2505], [4.1171, -1.1601, 1.0482], [2.2107, 1.0205, 1.5259], [4.9632, 3.8190, -0.6795], [5.8894, 3.5048, 0.8024], [4.5572, 4.6742, 0.8039], [3.0005, 0.8527, 3.8067], [3.8899, -0.6107, 3.2709], [0.8638, -0.2035, 3.0060], [1.6567, -1.2494, 4.1779], [-5.7274, -5.4731, -1.2887], [-4.8578, -4.4471, -1.7891], [-4.5772, -4.5593, -3.0876], [-4.9714, -5.4231, -3.8238], [-3.7780, -3.5457, -3.4328], [-3.4000, -3.5474, -4.8162], [-5.8633, -5.2502, -0.2353], [-6.6825, -5.4484, -1.8088], [-5.2724, -6.4532, -1.4161], [-4.2794, -3.4691, -5.4518], [-2.8566, -4.4574, -5.0624], [-2.7628, -2.6777, -4.9455], [-4.3735, 4.4445, 1.7498], [-3.3067, 4.4930, 0.7895], [-2.3034, 5.2960, 1.1262], [-2.1995, 5.9192, 2.1488], [-1.3961, 5.2703, 0.1408], [-0.2636, 6.1124, 0.3703], [-5.1049, 3.7590, 1.3346], [-4.0070, 4.0806, 2.7074], [-4.8093, 5.4324, 1.8808], [0.2602, 5.8112, 1.2768], [-0.5553, 7.1570, 0.4558], [0.3766, 5.9794, -0.4979]]}

=====

# 6
{"formula": "C17H30CoNO2P2", "method": "ωB97M-V/def2-TZVPD", "spin_multiplicity": 5, "homo_ev": [-3.998, -7.381], "s_squared": 6.050, "homo_lumo_gap_ev": [4.40, 5.75], "total_energy_ha": -2936.211406, "species": ["C", "C", "N", "C", "C", "C", "C", "P", "Co", "P", "C", "O", "O", "H", "H", "H", "C", "C", "H", "H", "H", "H", "C", "C", "H", "H", "H", "H", "H", "H", "H", "H", "H", "H", "H", "H", "H", "H", "H", "H", "H", "H", "C", "C", "C", "C", "C", "C", "H", "H", "H", "H", "H"], "coordinates": [[0.2030, 4.0284, -0.6977], [-0.2825, 2.7655, -0.2728], [0.6259, 1.7839, 0.0650], [1.9444, 2.0217, 0.0524], [2.4464, 3.2587, -0.3578], [1.5632, 4.2628, -0.7415], [-1.6610, 2.4220, -0.2740], [-2.1695, 0.9359, 0.5622], [-0.0319, -0.0662, 0.3675], [2.0029, -0.6872, 0.4377], [2.8896, 0.9104, 0.4732], [-1.4515, 1.7462, -3.1595], [0.7531, 0.3535, -3.0418], [-0.5328, 4.7790, -0.9839], [3.5294, 3.3849, -0.3806], [1.9453, 5.2268, -1.0727], [-3.1530, 1.2640, 2.0429], [-3.1888, -0.0440, -0.5602], [3.7597, 0.8616, -0.1960], [3.2668, 1.0692, 1.4961], [-1.6213, 2.2330, -2.3054], [-2.3839, 3.2051, -0.5278], [2.6650, -1.6586, 1.7988], [2.5698, -1.4345, -1.1114], [-0.4801, -0.0999, -1.2307], [0.6514, -0.3227, -3.7311], [-0.0888, 0.9230, -3.1069], [-1.5526, 2.4139, -3.8535], [-1.0656, 0.3060, 1.4328], [0.2225, -0.5996, -1.0634], [-4.0319, 1.8732, 1.8009], [-3.4685, 0.3060, 2.4740], [-2.5303, 1.7909, 2.7746], [-4.1784, 0.4265, -0.6514], [-2.7222, -0.0861, -1.5536], [-3.3088, -1.0609, -0.1654], [3.6682, -1.3951, -1.1308], [2.2236, -2.4752, -1.1511], [2.1427, -0.8640, -1.9535], [3.7541, -1.7661, 1.6835], [2.4342, -1.1491, 2.7452], [2.1876, -2.6478, 1.7968], [-0.7233, -4.6033, 1.5313], [-0.8713, -3.5940, 2.4886], [-0.8003, -2.2468, 2.1098], [-0.5506, -1.9254, 0.7730], [-0.4980, -2.9235, -0.2038], [-0.5552, -4.2665, 0.1867], [-0.7501, -5.6513, 1.8328], [-1.0406, -3.8491, 3.5382], [-0.9022, -1.4429, 2.8463], [-0.3894, -2.6476, -1.2558], [-0.4645, -5.0443, -0.5761]]}

=====

Respective F_max values: 0.4, 5.1, 1.5, 0.9, 0.3, 3.3 eV/A.